This record from the OMol25 dataset describes a single C8H8N2O3 molecule. The level of theory is the ωB97M-V functional and the def2-TZVPD basis.

## Properties
Spin multiplicity ... 3
HOMO-LUMO gap (spin up / spin down) ... 5.81 / 6.04 eV

Structure (XYZ):
```
21
C8H8N2O3 (the ωB97M-V functional and the def2-TZVPD basis)
C -2.610 0.989 -0.003
C -1.500 1.461 -0.642
C -2.502 -0.211 0.749
C -0.130 -0.391 0.105
C -0.239 0.814 -0.597
C -1.268 -0.942 0.783
C 2.295 -0.663 0.794
C 1.212 -1.231 0.332
N 0.753 1.273 -1.409
N -1.062 -1.974 1.765
O -1.750 -2.934 1.614
O -0.282 -1.756 2.629
O 1.079 -2.526 0.176
H -3.549 1.481 -0.229
H -1.641 2.322 -1.273
H -3.314 -0.806 1.055
H 3.082 -1.361 1.102
H 2.391 0.308 1.100
H 0.828 2.197 -1.671
H 1.525 0.859 -1.801
H 1.769 -3.091 0.553
```

***

This record from the OMol25 dataset describes a single C8H8N2S molecule. The level of theory is the ωB97M-V functional and the def2-TZVPD basis.

## Properties
Spin multiplicity ... 3
HOMO-LUMO gap (spin up / spin down) ... 8.27 / 6.74 eV

Structure (XYZ):
```
19
C8H8N2S (the ωB97M-V functional and the def2-TZVPD basis)
C -2.045 -2.382 -0.021
C 0.126 1.231 1.150
C -0.775 0.118 1.144
C 0.667 -0.113 -0.518
C -0.945 -1.747 -0.522
C -2.960 -3.114 0.379
C 0.031 2.520 1.887
C 1.394 -0.646 -1.666
N 0.955 1.018 0.084
N -0.435 -0.658 0.085
S -1.980 -0.310 2.235
H -0.465 -2.083 -1.436
H -3.667 -3.706 0.798
H 0.360 2.353 2.821
H 0.683 3.288 1.333
H -0.960 2.905 1.881
H 2.207 -0.003 -1.885
H 1.868 -1.553 -1.540
H 0.728 -0.751 -2.477
```

***

Relative energy (zero: lowest compared OMol25 entry of this formula, charge and spin) in eV, matching the order above: 0.000, 0.000
Calculated total energy in eV, matching the order above: -17540.47798, -22236.94461